A 9-piece molecular cluster, C29H54N4O17P2 overall. Source: the Open Molecules 2025 dataset; level of theory: ωB97M-V/def2-TZVPD.

```
106
Properties=species:S:1:pos:R:3:lowdin_charge:R:1
C -4.92 -1.77 6.76 -0.0653
C -5.39 -1.40 5.36 -0.2535
O -4.97 -2.41 4.41 -0.1831
P -5.17 -2.09 2.87 0.4074
O -6.51 -1.57 2.48 -0.2351
O -4.72 -3.44 2.15 -0.1893
C -5.33 -4.71 2.40 -0.2565
C -6.85 -4.71 2.22 -0.0759
O -4.01 -1.04 2.57 -0.1816
C -3.87 -0.48 1.26 -0.2394
C -3.15 -1.47 0.34 -0.0709
H -5.68 -2.39 7.22 0.0767
H -4.05 -2.41 6.59 0.0826
H -4.62 -0.91 7.34 0.0763
H -6.48 -1.38 5.35 0.1205
H -4.89 -0.48 5.03 0.1163
H -4.88 -5.40 1.69 0.1144
H -5.07 -5.10 3.39 0.1183
H -7.35 -4.05 2.93 0.0673
H -7.07 -4.35 1.22 0.0831
H -7.25 -5.72 2.25 0.0794
H -4.84 -0.18 0.88 0.1175
H -3.23 0.40 1.37 0.1086
H -3.84 -2.22 -0.07 0.0739
H -2.57 -1.02 -0.46 0.0731
H -2.44 -2.07 0.90 0.0507
C 2.83 5.28 2.91 -0.0637
C 3.58 5.79 1.67 -0.2788
O 4.97 5.50 1.78 -0.1690
P 5.71 4.59 0.67 0.3968
O 7.16 4.48 0.87 -0.2108
O 4.90 3.24 0.76 -0.2039
C 4.97 2.23 -0.29 -0.2017
C 3.49 1.83 -0.46 -0.0417
O 5.21 5.19 -0.74 -0.2284
C 5.69 6.48 -1.24 -0.2272
C 4.53 7.42 -1.43 -0.0612
H 2.99 6.01 3.71 0.0797
H 1.75 5.38 2.77 0.0651
H 3.15 4.27 3.16 0.0848
H 3.19 5.22 0.82 0.0912
H 3.41 6.86 1.57 0.1151
H 5.52 2.63 -1.15 0.1151
H 5.61 1.45 0.12 0.1247
H 3.32 1.30 -1.39 0.0800
H 3.34 1.21 0.42 0.0832
H 2.97 2.77 -0.37 0.0423
H 6.41 6.80 -0.48 0.1166
H 6.26 6.31 -2.15 0.1247
H 4.95 8.43 -1.52 0.0872
H 4.03 7.28 -2.39 0.0729
H 3.84 7.44 -0.60 0.0601
O 3.18 -2.93 -1.25 0.1629
C 2.40 -2.77 -0.38 -0.6017
O 1.31 -3.52 -0.17 0.0264
C 0.57 -3.05 0.96 -0.0916
C 1.28 -1.71 1.30 -0.1577
O 2.48 -1.79 0.57 0.0436
H -0.47 -2.81 0.72 0.0836
H 0.68 -3.83 1.70 0.1412
H 1.38 -1.66 2.39 0.1334
H 0.74 -0.83 0.96 -0.0241
O -0.78 2.97 -2.45 0.1535
C 0.13 3.74 -2.50 -0.5865
O 0.00 5.07 -2.47 0.0684
C 1.26 5.72 -2.56 -0.1056
C 2.25 4.54 -2.69 -0.0998
O 1.42 3.39 -2.56 0.0526
H 1.29 6.34 -3.46 0.1308
H 1.44 6.30 -1.66 0.1210
H 2.91 4.56 -1.83 0.0994
H 2.76 4.61 -3.64 0.1379
O -1.46 -8.10 -0.36 0.1656
C -1.66 -6.94 -0.52 -0.5715
O -1.55 -6.01 0.46 0.0709
C -1.83 -4.74 -0.10 -0.1392
C -2.41 -5.01 -1.50 -0.0836
O -2.06 -6.39 -1.67 0.0500
H -2.55 -4.21 0.51 0.1042
H -0.90 -4.18 -0.21 0.0752
H -1.92 -4.42 -2.26 0.1008
H -3.50 -4.91 -1.55 0.1271
C 0.64 -0.10 -1.87 -0.0201
C 0.21 -1.46 -2.24 -0.2079
N -0.09 -2.52 -2.55 0.1927
H 1.66 -0.16 -1.52 0.0687
H -0.08 0.20 -1.10 0.0665
H 0.43 0.60 -2.69 0.0594
C -0.58 -1.96 -5.75 -0.0701
C 0.11 -0.69 -5.55 -0.2781
N 0.69 0.29 -5.40 0.1353
H 0.06 -2.76 -5.39 0.0630
H -0.78 -2.15 -6.81 0.0838
H -1.54 -1.94 -5.24 0.0816
C 1.32 -5.07 -3.56 -0.0868
C 0.56 -6.22 -4.04 -0.2780
N -0.19 -7.04 -4.32 0.1345
H 0.67 -4.20 -3.52 0.0100
H 2.26 -4.95 -4.09 0.0840
H 1.68 -5.16 -2.53 0.0763
C 0.38 2.97 1.52 -0.0188
C 0.21 1.51 1.52 -0.1383
N 0.12 0.37 1.46 0.1585
H -0.58 3.33 1.14 0.0964
H 1.14 3.26 0.80 0.0623
H 0.68 3.40 2.47 0.0690
```

Summary:
**SMILES string**: CCOP(=O)(OCC)OCC.CCOP(=O)(OCC)OCC.O=C1OCCO1.O=C1OCCO1.O=C1OCCO1.CC#N.CC#N.CC#N.CC#N
**HOMO-LUMO gap**: 10.07 eV